1.
ORCA calculation (ωB97M-V/def2-TZVPD) on C32H28F4IN3O3ReS5 as an isolated structure.

Multiplicity ... 4
Relative energy (zero: lowest compared OMol25 entry of this formula, charge and spin) ... 0.0 kJ/mol
LUMO energy (alpha / beta) ... -0.0272 / -0.0341 Eh
HOMO-LUMO gap (alpha / beta) ... 0.254 / 0.267 Eh

Last column: Mulliken charge in e.
CARTESIAN COORDINATES (ANGSTROEM)
Re1 0.5626 -0.9486 0.8879  -0.490
C1 -0.9167 -2.0061 -2.2822  -0.960
C2 0.5832 -1.9735 -2.0908  -0.355
N1 1.0974 -2.4629 -0.7595  0.397
C3 0.5678 -3.8638 -0.6102  -0.361
C4 1.2520 -4.7919 0.3726  -1.213
C5 2.5947 -2.4552 -0.8926  -0.770
C6 3.2485 -1.8667 0.3408  -1.252
N2 2.5199 -0.6417 0.6820  1.120
C7 3.2684 0.5328 0.7666  -0.735
C8 3.8892 1.0823 -0.3538  0.729
F1 3.7352 0.4819 -1.5469  -0.459
C9 4.6595 2.2248 -0.2725  0.242
F2 5.2148 2.7180 -1.3883  -0.377
C10 4.8489 2.8661 0.9338  -0.442
C11 4.2350 2.3398 2.0503  0.420
F3 4.3687 2.9573 3.2332  -0.372
C12 3.4576 1.1990 1.9765  0.291
F4 2.8594 0.7482 3.0798  -0.353
H1 -1.1442 -1.4619 -3.2015  0.401
H2 -1.3145 -3.0151 -2.3806  0.410
H3 -1.4411 -1.5059 -1.4733  -0.092
H4 1.0686 -2.5985 -2.8495  0.796
H5 0.9474 -0.9605 -2.2027  -0.378
H6 -0.4884 -3.7859 -0.3606  0.006
H7 0.6258 -4.3095 -1.6097  0.445
H8 1.1681 -4.4498 1.3977  0.054
H9 0.7479 -5.7570 0.3036  0.440
H10 2.3038 -4.9565 0.1386  0.316
H11 2.9491 -3.4595 -1.1241  0.617
H12 2.8380 -1.8098 -1.7335  0.459
H13 3.2247 -2.5659 1.1817  0.300
H14 4.2941 -1.6371 0.1231  0.630
H15 5.4412 3.7673 0.9968  0.500
O1 0.0177 0.3190 -0.5216  0.686
C13 -0.3600 1.6086 -0.9528  3.215
C14 0.5646 2.7164 -0.4619  -0.437
C15 1.1905 3.6728 -1.2091  -0.565
C16 1.8946 4.6291 -0.4270  -0.940
C17 1.7830 4.3869 0.9053  -0.630
S1 0.8105 3.0173 1.2168  0.121
C18 -1.7843 1.9279 -0.5138  -0.906
C19 -2.2984 3.1175 -0.0907  -0.554
C20 -3.6938 3.0561 0.1746  -0.830
C21 -4.2094 1.8196 -0.0618  -0.660
S2 -3.0163 0.7309 -0.6195  0.199
C22 -0.2827 1.5772 -2.4783  -0.682
C23 0.8215 1.2856 -3.2254  -0.291
C24 0.5802 1.3530 -4.6219  -1.179
C25 -0.7035 1.7129 -4.9054  -0.579
S3 -1.6233 1.9399 -3.4863  -0.147
H16 1.1449 3.6997 -2.2868  0.619
H17 2.4602 5.4499 -0.8436  0.416
H18 2.2244 4.9325 1.7244  0.554
H19 -1.6998 4.0088 0.0298  0.617
H20 -4.2790 3.8918 0.5301  0.429
H21 -5.2279 1.4875 0.0631  0.543
H22 1.7815 1.0547 -2.7845  0.638
H23 1.3278 1.1569 -5.3769  0.448
H24 -1.1579 1.8452 -5.8739  0.466
O2 -3.2807 -2.6682 -0.2574  -0.613
S4 -2.7293 -2.7092 1.0624  0.792
O3 -2.2409 -3.9544 1.5669  -0.638
N3 -1.5434 -1.5376 1.2329  0.317
C26 -1.8693 -0.6333 2.1347  0.819
S5 -0.6764 0.4863 2.5103  -0.465
C27 -3.2122 -0.7841 2.7140  0.197
C28 -3.8688 0.0231 3.6251  -0.638
C29 -5.1510 -0.3453 4.0093  -0.659
C30 -5.7529 -1.4913 3.4957  -0.587
C31 -5.0908 -2.3027 2.5807  -0.806
C32 -3.8198 -1.9201 2.2108  0.248
H25 -3.3933 0.9131 4.0159  0.516
H26 -5.6924 0.2657 4.7189  0.427
H27 -6.7525 -1.7556 3.8139  0.407
H28 -5.5524 -3.1938 2.1776  0.511
I1 1.0947 -2.4244 3.1527  -0.343

***

2.
ORCA calculation (ωB97M-V/def2-TZVPD) on C32H28IrN7OS2 as an isolated structure in a non-equilibrium geometry.

Multiplicity ... 2
Net charge ... +3
LUMO energy (alpha / beta) ... -0.3710 / -0.4086 Eh
HOMO-LUMO gap (alpha / beta) ... 0.210 / 0.172 Eh

Last column: Mulliken charge in e.
CARTESIAN COORDINATES (ANGSTROEM)
Ir1 -1.1966 0.0672 0.2650  2.847
C1 -1.2032 -0.1953 4.6068  -0.492
C2 -1.6011 0.0426 3.2952  -0.093
N1 -0.7308 -0.0091 2.2937  -0.299
C3 0.5722 -0.3168 2.5680  0.392
C4 0.9376 -0.5407 3.9084  -0.352
N2 0.0607 -0.4706 4.8658  -0.481
C5 1.4531 -0.3914 1.4190  -0.709
C6 2.8318 -0.4935 1.4289  -0.420
C7 3.5558 -0.5101 0.2192  1.096
C8 2.8174 -0.4795 -0.9737  -0.253
C9 1.4354 -0.3755 -0.9446  -0.925
N3 0.7727 -0.3032 0.2448  0.294
C10 0.5498 -0.2599 -2.0762  0.433
C11 0.9014 -0.4451 -3.4285  -0.365
N4 0.0507 -0.2215 -4.3839  -0.486
C12 -1.1969 0.1352 -4.1112  -0.555
C13 -1.6099 0.2383 -2.7912  -0.181
N5 -0.7550 0.0671 -1.7812  -0.183
C14 5.0250 -0.4660 0.2063  0.950
C15 5.7411 -0.3983 -0.9984  -0.580
C16 7.1173 -0.2142 -0.9636  -0.516
N6 7.7370 -0.1247 0.1781  -0.507
C17 7.1406 -0.2096 1.3315  -0.498
C18 5.7647 -0.3918 1.3960  -0.605
H1 -1.8941 -0.1539 5.4358  0.418
H2 -2.6337 0.2739 3.0743  0.471
H3 1.9518 -0.7867 4.1891  0.484
H4 3.3514 -0.5442 2.3700  0.473
H5 3.3162 -0.5147 -1.9273  0.396
H6 1.8855 -0.7907 -3.7140  0.514
H7 -1.8553 0.3409 -4.9427  0.450
H8 -2.6408 0.4729 -2.5617  0.510
H9 5.2801 -0.4719 -1.9690  0.327
H10 7.7079 -0.1364 -1.8652  0.403
H11 7.7463 -0.1300 2.2236  0.404
H12 5.3200 -0.4592 2.3751  0.323
C19 1.0161 2.8344 0.2026  -0.913
C20 -0.3619 3.4008 0.1993  0.680
C21 -0.5376 4.7950 0.1820  -1.100
C22 -1.8007 5.3244 0.1803  -0.781
C23 -2.9104 4.4561 0.1877  0.764
C24 -4.2398 4.9351 0.1794  -0.738
C25 -5.3009 4.0524 0.1768  -0.896
C26 -5.0702 2.6841 0.1890  -0.531
C27 -3.7715 2.1634 0.2103  1.281
S1 -3.5778 0.4586 0.2497  -0.371
C28 -2.6524 3.0553 0.2035  -0.396
N7 -1.3941 2.5718 0.2128  -0.045
H13 1.7505 3.6332 0.2209  0.491
H14 1.1738 2.2334 -0.6913  0.110
H15 1.1589 2.2053 1.0791  0.111
H16 0.3279 5.4350 0.1706  0.520
H17 -1.9616 6.3923 0.1725  0.509
H18 -4.4150 6.0028 0.1743  0.474
H19 -6.3142 4.4250 0.1651  0.440
H20 -5.9031 2.0000 0.1868  0.532
O1 -1.2572 -2.3502 0.5093  -0.663
S2 -0.9534 -3.3600 -0.5606  0.530
C29 -1.2149 -5.0553 0.1267  -0.588
C30 -2.4051 -5.6560 -0.6103  -0.628
C31 -2.5445 -4.9240 -1.9489  -0.725
C32 -2.4596 -3.4518 -1.6178  -0.564
H21 -1.3584 -4.9755 1.2026  0.321
H22 -0.2883 -5.5948 -0.0697  0.420
H23 -3.3168 -5.5208 -0.0246  0.328
H24 -2.2588 -6.7239 -0.7735  0.343
H25 -3.4931 -5.1696 -2.4285  0.373
H26 -1.7351 -5.1982 -2.6304  0.334
H27 -3.2971 -3.1098 -1.0093  0.350
H28 -2.3370 -2.8018 -2.4809  0.345

***

3.
ORCA calculation (ωB97M-V/def2-TZVPD) on C32H28N6O6S3Sc as an isolated structure.

Multiplicity ... 1
Net charge ... +1
Relative energy (zero: lowest compared OMol25 entry of this formula, charge and spin) ... 167.9 kJ/mol
LUMO energy ... -0.1250 Eh
HOMO-LUMO gap ... 0.238 Eh

Last column: Mulliken charge in e.
CARTESIAN COORDINATES (ANGSTROEM)
Sc1 -0.3029 -0.4786 0.8164  0.416
C1 -0.3899 -2.4881 -2.1853  0.499
C2 -1.6598 -1.6935 -2.0080  0.121
C3 -2.6326 -1.8809 -2.9881  -1.051
C4 -3.8556 -1.2679 -2.8657  -0.986
C5 -4.0808 -0.4620 -1.7655  -0.911
C6 -3.0652 -0.2824 -0.8450  0.313
N1 -1.8725 -0.8975 -0.9465  0.961
C7 -3.2540 0.6010 0.3247  1.337
C8 -4.3579 1.4344 0.4402  -1.118
C9 -4.5247 2.1724 1.5950  -0.962
C10 -3.5780 2.0789 2.5965  -0.870
C11 -2.4607 1.2807 2.3898  0.589
N2 -2.3115 0.5524 1.2756  0.362
C12 -1.3826 1.1822 3.4068  0.674
C13 -1.2909 2.1302 4.4094  -0.507
C14 -0.3016 1.9890 5.3701  -0.936
C15 0.5076 0.8812 5.3103  -0.702
C16 0.3677 -0.0420 4.2707  1.044
C17 1.1897 -1.2817 4.3187  -1.702
N3 -0.5360 0.1389 3.2888  0.124
H1 -0.9380 -3.9533 -1.0263  0.451
H2 0.4276 -2.1007 -1.5863  -0.782
H3 -0.0892 -2.4309 -3.2336  0.671
H4 -2.4109 -2.5315 -3.8228  0.638
H5 -4.6269 -1.4096 -3.6106  0.457
H6 -5.0421 0.0075 -1.6328  0.387
H7 -5.0771 1.5109 -0.3586  0.367
H8 -5.3893 2.8105 1.7164  0.463
H9 -3.7080 2.6125 3.5246  0.426
H10 -1.9583 2.9778 4.4375  0.378
H11 -0.1905 2.7187 6.1606  0.463
H12 1.2552 0.6950 6.0686  0.488
H13 1.2053 -1.6533 5.3440  0.584
H14 2.2178 -1.0810 4.0205  0.241
H15 0.8054 -2.0530 3.6661  0.217
C18 -0.5429 0.5722 -4.9316  -0.980
N4 0.3072 1.0309 -3.8521  0.227
C19 1.6831 0.8799 -3.8086  -0.824
C20 2.1235 1.4835 -2.6923  -0.522
N5 1.0064 1.9922 -2.0440  0.662
C21 -0.1285 1.7296 -2.7698  0.113
S1 -1.6937 2.2430 -2.4820  -0.371
C22 1.0482 2.7122 -0.8314  -0.100
C23 1.9448 3.7672 -0.7338  -0.821
C24 1.9490 4.5228 0.4224  -0.774
C25 1.0268 4.2239 1.4087  -0.939
C26 0.1864 3.1438 1.2144  -0.251
N6 0.2096 2.3509 0.1404  0.723
H16 -0.0352 0.7351 -5.8801  0.403
H17 -1.4671 1.1432 -4.9022  0.340
H18 -0.7713 -0.4891 -4.8201  0.274
H19 2.2175 0.3502 -4.5763  0.537
H20 3.1024 1.5482 -2.2528  0.587
H21 2.5916 4.0040 -1.5659  0.580
H22 2.6367 5.3507 0.5297  0.449
H23 0.9557 4.8103 2.3137  0.478
H24 -0.5461 2.9038 1.9638  0.306
O1 3.4516 0.3383 0.1320  -0.677
S2 2.3607 -0.5641 0.2914  1.590
O2 1.6947 -0.5598 1.6204  -0.313
O3 1.1985 -0.3100 -0.6224  0.002
C27 2.8856 -2.1949 -0.1304  0.189
C28 4.0817 -2.2551 -0.8253  -0.731
C29 4.5055 -3.4435 -1.4119  -0.690
C30 3.7107 -4.5668 -1.3299  -0.814
C31 2.5155 -4.5121 -0.6176  -0.615
C32 2.0891 -3.3471 -0.0006  0.309
S3 0.6588 -3.7030 1.0746  0.334
O4 1.2020 -3.6457 2.4275  -0.633
O5 -0.6317 -3.8602 -1.9369  -0.651
O6 -0.2645 -2.4470 0.7897  -0.380
H25 4.6838 -1.3622 -0.9194  0.552
H26 5.4483 -3.4714 -1.9404  0.430
H27 4.0152 -5.4907 -1.8022  0.425
H28 1.9013 -5.3997 -0.5244  0.431